{
  "formula": "C19H35ClIN2O11S4",
  "method": "wB97M-V/def2-TZVPD",
  "species": ["O", "C", "O", "C", "I", "C", "C", "C", "S", "N", "Cl", "C", "C", "C", "C", "C", "N", "H", "H", "H", "H", "H", "H", "H", "H", "H", "H", "H", "O", "S", "O", "O", "C", "C", "C", "H", "H", "H", "H", "H", "H", "H", "H", "O", "S", "O", "O", "C", "C", "C", "H", "H", "H", "H", "H", "H", "H", "H", "O", "S", "O", "O", "C", "C", "C", "H", "H", "H", "H", "H", "H", "H", "H"],
  "coordinates": [[0.640, -4.095, -0.891], [-0.669, -3.872, -0.749], [-1.529, -5.089, -0.605], [-1.362, -2.352, -0.671], [-2.803, -2.429, 0.973], [-0.197, -1.260, -0.297], [-0.543, 0.293, -0.694], [-1.461, 1.102, 0.400], [-1.831, 2.867, -0.227], [-1.942, -2.017, -2.027], [-1.517, -3.161, -3.247], [-3.437, -1.745, -1.973], [-4.528, -2.921, -2.239], [-6.180, -2.755, -2.216], [-6.610, -1.175, -1.871], [-5.367, -0.152, -1.624], [-3.893, -0.356, -1.680], [0.864, -1.499, -0.749], [-0.058, -1.286, 0.881], [-1.029, 0.443, -1.748], [0.503, 0.866, -0.734], [-0.836, 1.200, 1.400], [-2.495, 0.607, 0.642], [-1.803, 2.905, -1.631], [-4.102, -4.014, -2.441], [-6.947, -3.616, -2.408], [-7.751, -0.847, -1.776], [-5.705, 0.963, -1.349], [5.322, -7.969, -0.653], [4.321, -8.756, -1.341], [4.251, -8.818, -2.785], [2.849, -8.367, -0.762], [2.451, -7.003, -0.774], [2.029, -6.561, -2.163], [4.374, -10.416, -0.712], [3.245, -6.362, -0.378], [1.595, -6.914, -0.096], [2.882, -6.549, -2.848], [1.603, -5.554, -2.136], [1.288, -7.250, -2.582], [4.378, -10.381, 0.378], [5.290, -10.886, -1.077], [3.504, -10.962, -1.082], [-2.145, 5.716, 3.062], [-2.362, 6.401, 1.804], [-1.318, 6.534, 0.812], [-2.993, 7.873, 2.104], [-2.302, 8.744, 2.987], [-1.106, 9.386, 2.310], [-3.794, 5.702, 1.020], [-2.005, 8.217, 3.900], [-3.008, 9.527, 3.282], [-0.335, 8.642, 2.085], [-0.659, 10.149, 2.955], [-1.397, 9.847, 1.361], [-4.603, 5.641, 1.749], [-3.531, 4.702, 0.667], [-4.076, 6.332, 0.175], [4.469, 2.447, -0.802], [3.723, 2.050, 0.374], [2.289, 2.220, 0.469], [4.417, 2.712, 1.691], [4.613, 4.118, 1.724], [3.321, 4.852, 2.028], [4.110, 0.358, 0.746], [5.059, 4.471, 0.788], [5.335, 4.322, 2.522], [2.606, 4.747, 1.205], [3.507, 5.919, 2.178], [2.843, 4.443, 2.924], [5.194, 0.230, 0.725], [3.643, -0.271, -0.015], [3.708, 0.111, 1.730]],
  "homo_ev": -4.816,
  "total_charge": -1,
  "orbital_gap_ev": 6.83,
  "lumo_energy_ev": 2.011
}